--- A ---
{"formula": "C23H22IN4O4Ru", "method": "the ωB97M-V functional and the def2-TZVPD basis", "multiplicity": 2, "charge": 0, "s2": 0.757, "gap_ev": [7.5, 7.1], "e_homo_ha": [-0.2719, -0.2749], "species": ["Ru", "O", "C", "C", "C", "C", "C", "C", "C", "N", "C", "C", "N", "C", "C", "C", "C", "C", "C", "C", "O", "H", "H", "H", "H", "H", "H", "H", "H", "H", "H", "H", "H", "H", "H", "I", "O", "C", "N", "C", "O", "C", "C", "C", "C", "N", "C", "H", "H", "H", "H", "H", "H", "H", "H"], "xyz": [[0.65856, -0.01037, -0.31552], [-0.52286, 1.57719, -0.57848], [-0.96374, 2.39456, 0.34511], [-1.44215, 3.65546, -0.06423], [-1.96844, 4.54563, 0.84008], [-2.06028, 4.22681, 2.20035], [-1.60427, 3.00277, 2.62034], [-1.04878, 2.07306, 1.72335], [-0.55371, 0.84122, 2.27850], [0.05972, -0.07548, 1.63050], [0.74048, -1.14382, 2.36649], [0.96343, -2.31486, 1.42757], [1.46491, -1.80285, 0.15425], [2.32830, -2.45494, -0.53987], [2.81391, -2.09270, -1.83431], [3.76546, -2.96387, -2.41630], [4.29700, -2.73777, -3.65339], [3.87963, -1.59475, -4.36261], [2.96731, -0.72494, -3.83582], [2.39096, -0.93036, -2.55171], [1.53986, -0.05600, -2.13584], [-1.36648, 3.89845, -1.11581], [-2.31366, 5.51146, 0.49197], [-2.47386, 4.93403, 2.90563], [-1.65564, 2.73630, 3.67045], [-0.68269, 0.70961, 3.35450], [0.17599, -1.44515, 3.25187], [1.70958, -0.74332, 2.67513], [0.00171, -2.80661, 1.24379], [1.64603, -3.04958, 1.86128], [2.71985, -3.38393, -0.11922], [4.07267, -3.83467, -1.84662], [5.02442, -3.41522, -4.07795], [4.29331, -1.39598, -5.34401], [2.65221, 0.15925, -4.37355], [2.72842, 1.34123, 0.61985], [-5.52065, -2.46334, -4.38001], [-5.50845, -1.29539, -3.56456], [-4.71819, -0.28734, -4.18302], [-3.39387, -0.00674, -3.97625], [-2.85320, 0.92100, -4.53754], [-2.60632, -0.94096, -3.10485], [-2.65668, -2.32105, -3.22322], [-1.81921, -3.07894, -2.42117], [-0.98481, -2.43606, -1.52862], [-0.93449, -1.10559, -1.40684], [-1.71857, -0.37286, -2.20092], [-6.22474, -3.04681, -4.07798], [-5.09482, -1.51785, -2.57871], [-6.52465, -0.91468, -3.44113], [-5.14546, 0.29238, -4.88920], [-3.32767, -2.79001, -3.93184], [-1.80429, -4.15761, -2.48640], [-0.32292, -3.00434, -0.89342], [-1.62730, 0.70043, -2.10518]], "mulliken_charge": [-0.0586, -0.4525, 0.3852, -0.5715, -0.4119, -0.7301, -0.8139, 0.6024, -0.0691, 0.2621, -0.9307, -0.6473, 0.2162, -0.2302, 0.7040, -0.6776, -0.7679, -0.3870, -0.8012, 0.5632, -0.3503, 0.4772, 0.3885, 0.3985, 0.3385, 0.2317, 0.4391, 0.2938, 0.2123, 0.4672, 0.2011, 0.3347, 0.3971, 0.3874, 0.4518, -0.1953, -0.5465, -0.5456, -0.1260, 0.1087, -0.6194, -0.1774, 0.1145, -1.2898, -0.0694, 0.4532, -0.3446, 0.3130, 0.4309, 0.3671, 0.2522, 0.5274, 0.4496, 0.2944, 0.7512]}

--- B ---
{"formula": "C23H22IN4O4Ru", "method": "the ωB97M-V functional and the def2-TZVPD basis", "multiplicity": 2, "charge": 0, "s2": 0.758, "gap_ev": [7.4, 7.6], "e_homo_ha": [-0.2882, -0.2925], "species": ["Ru", "O", "C", "O", "C", "C", "C", "C", "C", "C", "C", "C", "C", "N", "H", "H", "H", "H", "H", "H", "I", "C", "C", "C", "C", "C", "C", "C", "C", "C", "C", "H", "H", "H", "H", "H", "H", "N", "C", "C", "C", "N", "H", "H", "H", "H", "H", "H", "H", "H", "H", "H", "O", "N", "O"], "xyz": [[0.17993, 0.46201, 0.85322], [4.08740, 0.48220, 2.40553], [3.11525, 0.43873, 1.67045], [2.13018, 1.24702, 1.60407], [2.98249, -0.68919, 0.68255], [4.07756, -1.53751, 0.43463], [3.92791, -2.56724, -0.43354], [2.68216, -2.77483, -1.06456], [2.45756, -3.85233, -1.95575], [1.23789, -4.03205, -2.53131], [0.18648, -3.13104, -2.25310], [0.37224, -2.08662, -1.39630], [1.62366, -1.88886, -0.77092], [1.80757, -0.84113, 0.11131], [4.99630, -1.33826, 0.96658], [4.74939, -3.24204, -0.64635], [3.27384, -4.53311, -2.16575], [1.06964, -4.86347, -3.20341], [-0.77956, -3.27484, -2.71981], [-0.42806, -1.41008, -1.15945], [1.11428, 2.22891, -1.20603], [-0.45636, 1.61393, -2.41898], [-0.47124, 2.02262, -3.71789], [-1.53579, 1.61633, -4.55136], [-2.52985, 0.83517, -4.04754], [-2.51992, 0.40780, -2.69434], [-3.56599, -0.39288, -2.18476], [-3.57937, -0.74336, -0.87059], [-2.53112, -0.33825, -0.01003], [-1.44513, 0.38489, -0.45541], [-1.45176, 0.79168, -1.83205], [0.31222, 2.65871, -4.10779], [-1.55618, 1.94060, -5.58359], [-3.35950, 0.53244, -4.67551], [-4.35590, -0.70988, -2.85654], [-4.39039, -1.34067, -0.47155], [-2.59553, -0.62241, 1.02712], [-1.13126, 2.31946, 1.42980], [-0.69268, 3.36273, 2.38476], [-0.60602, 2.83547, 3.80340], [0.51125, 1.83607, 3.96689], [0.14845, 0.59946, 3.27708], [-1.27376, 2.73587, 0.51650], [-2.02380, 1.93651, 1.72788], [-1.38565, 4.20802, 2.36409], [0.28653, 3.71761, 2.05807], [-1.56325, 2.37546, 4.07979], [-0.44662, 3.67481, 4.48238], [0.70802, 1.66369, 5.02973], [1.42821, 2.21454, 3.51965], [-0.72531, 0.20567, 3.60647], [0.87142, -0.09333, 3.44093], [-1.78760, -1.34203, 2.79716], [-1.04679, -2.11244, 2.22681], [-0.10344, -1.59054, 1.51735]], "mulliken_charge": [-0.0797, -0.7214, 0.1859, -0.4042, 0.5681, -0.9378, -0.6550, 0.8297, -0.9139, -0.5866, -0.8104, -0.2056, -0.0143, 0.5819, 0.5464, 0.4230, 0.3850, 0.3927, 0.4768, 0.5988, 0.2156, 0.6032, -0.6636, -0.6009, -0.9666, 0.8599, -0.7859, -1.3788, 0.4521, -1.3676, 1.5411, 0.4060, 0.3943, 0.3908, 0.3975, 0.4299, 0.6154, -0.2818, -0.7337, -0.7924, -0.5649, -0.3814, 0.2540, 0.2239, 0.4256, 0.3493, 0.3155, 0.3718, 0.4044, 0.2970, 0.2695, 0.2166, -0.4483, -0.0682, -0.0589]}

Short version: A is the most stable of them.

--- A ---
{"formula": "C5H6N2OS", "method": "the ωB97M-V functional and the def2-TZVPD basis", "multiplicity": 1, "charge": 0, "gap_ev": 8.6, "e_homo_ha": -0.3065, "species": ["C", "C", "C", "C", "C", "N", "N", "O", "S", "H", "H", "H", "H", "H", "H"], "xyz": [[-1.54137, 1.18849, -0.33652], [-1.32364, 1.85596, 0.83244], [0.60041, 0.93584, 0.06361], [1.98600, 0.50550, -0.57333], [0.95175, -1.70213, -0.93526], [-0.37079, 0.56436, -0.68899], [0.06697, 1.74189, 1.11924], [1.98693, -0.69177, -1.06050], [0.23723, 2.34030, 2.75804], [-2.51704, 0.87355, -0.83476], [-1.95712, 2.44581, 1.42880], [1.54791, -2.62418, -0.93612], [0.48573, -1.82302, -1.84514], [0.22783, -1.56266, -0.19847], [1.44694, 2.18157, 3.10319]], "mulliken_charge": [-0.6318, -0.1357, 0.8361, -0.6338, -0.6693, -0.4164, 0.0376, -0.0612, -0.1275, 0.3139, 0.4288, 0.2974, 0.2883, 0.3452, 0.1285]}

--- B ---
{"formula": "C5H6N2OS", "method": "the ωB97M-V functional and the def2-TZVPD basis", "multiplicity": 1, "charge": 0, "gap_ev": 7.6, "smiles": "COC(=S)c1ncc[nH]1", "e_homo_ha": -0.3014, "species": ["C", "C", "C", "C", "C", "N", "N", "O", "S", "H", "H", "H", "H", "H", "H"], "xyz": [[-1.97298, -0.77477, -0.31564], [-1.41792, -1.40741, -1.38151], [0.01700, -0.06679, -0.43897], [1.31797, 0.44935, -0.18952], [0.98396, 1.27720, 1.93376], [-1.11606, 0.07679, 0.27456], [-0.21092, -0.85437, -1.51362], [1.76231, 1.09486, 0.75444], [2.60515, 0.12726, -1.58191], [-3.01327, -0.90361, 0.05062], [-1.95714, -1.90814, -2.23174], [0.45469, 2.15420, 1.92179], [1.69178, 1.27629, 2.68281], [0.30962, 0.51268, 2.07297], [0.54581, -1.05354, -2.03802]], "mulliken_charge": [-0.2509, -0.2684, 0.7017, 0.1567, -0.8486, -0.5466, 0.0064, -0.3101, -0.4293, 0.3667, 0.3109, 0.3448, 0.3044, 0.4279, 0.0344]}

Short version: B is the most stable of them.

--- A ---
{"formula": "C4H4N4S", "method": "the ωB97M-V functional and the def2-TZVPD basis", "multiplicity": 1, "charge": 0, "gap_ev": 8.6, "e_homo_ha": -0.3575, "species": ["C", "C", "C", "C", "N", "N", "N", "N", "S", "H", "H", "H", "H"], "xyz": [[-1.01036, -0.46107, 1.87704], [-0.14706, 0.96568, -2.22668], [0.01568, 1.30874, -0.90423], [0.36635, -0.27707, 1.64700], [-2.12148, -0.66679, 2.06137], [-0.01486, -0.37619, -2.32010], [0.20873, -0.87008, -1.15550], [0.24645, 0.12416, -0.31170], [1.39794, -1.68000, 1.71774], [-0.34424, 1.57146, -3.08556], [-0.00020, 2.23777, -0.37559], [0.83065, 0.62344, 2.02405], [0.57239, -2.50006, 1.05215]], "mulliken_charge": [0.2639, -0.5408, -0.0614, 0.0489, -0.3159, -0.5542, -0.3432, 0.3918, -0.1056, 0.4006, 0.3656, 0.2533, 0.1971]}

--- B ---
{"formula": "C4H4N4S", "method": "the ωB97M-V functional and the def2-TZVPD basis", "multiplicity": 1, "charge": 0, "gap_ev": 10.1, "e_homo_ha": -0.3559, "species": ["C", "C", "C", "C", "N", "N", "N", "N", "S", "H", "H", "H", "H"], "xyz": [[0.71219, 1.51454, -0.68917], [0.89364, -0.09318, 0.67852], [-1.30770, -2.44459, -1.14024], [-1.34488, 0.00612, -0.46970], [1.87524, 1.56766, -0.20823], [2.01611, 0.49955, 0.66642], [-1.21983, -1.32577, -0.88942], [-0.05561, 0.49360, -0.11475], [0.56745, -1.55604, 1.72067], [0.23608, 2.05889, -1.41534], [1.30065, -1.12008, 2.77595], [-1.78315, 0.40427, -1.33749], [-1.89019, -0.00498, 0.42280]], "mulliken_charge": [0.0077, 0.3207, -0.1689, -0.4539, -0.4456, -0.3715, -0.0196, 0.0652, -0.2715, 0.4440, 0.1790, 0.3531, 0.3613]}

Short version: B is the most stable of them.